65
Properties=species:S:1:pos:R:3:mulliken_charge:R:1 method="wB97M-V/def2-TZVPD" max_force_ha_per_bohr=0.03294 lumo_energy_ev=-0.30 energy_ev=-52384.009 homo_lumo_gap_ev=8.63 smiles="O=C1NC(=O)c2c1cc(CCCI)cc2-c1ccccc1.CCOC(=O)OC.CCOC(=O)OC" homo_ev=-8.93 charge=0
O 1.8396 0.9179 -4.3895 -0.553
C 1.3074 -0.0837 -4.0334 0.118
N 1.6034 -1.3530 -4.5928 -0.279
C 0.5788 -2.2707 -4.2270 0.056
O 0.3891 -3.2720 -4.8363 -0.551
C -0.1349 -1.6649 -3.0614 0.765
C 0.2621 -0.3335 -2.9742 -0.259
C -0.2904 0.4951 -2.0249 -0.242
C -1.2420 -0.0321 -1.1619 0.329
C -1.8723 0.8785 -0.1317 -1.244
C -2.9318 1.8838 -0.6743 -0.624
C -3.4886 1.6065 -2.0585 -1.054
I -4.8469 -0.0583 -2.0591 0.019
C -1.6122 -1.3736 -1.2276 -0.753
C -1.0638 -2.2338 -2.1809 0.381
C -1.4887 -3.6645 -2.1808 0.300
C -2.8142 -3.9603 -1.8349 -0.234
C -3.2795 -5.2684 -1.7775 -0.711
C -2.4270 -6.3209 -2.0827 -0.417
C -1.1075 -6.0377 -2.4198 -0.706
C -0.6369 -4.7308 -2.4649 -0.432
H 1.5622 -1.2554 -5.6099 0.295
H 0.0084 1.5320 -1.9558 0.787
H -1.0600 1.4762 0.2791 0.137
H -2.2658 0.2933 0.6915 0.474
H -2.4832 2.8729 -0.6843 0.403
H -3.7749 1.8735 0.0092 0.349
H -2.7312 1.4663 -2.8189 0.364
H -4.1065 2.4418 -2.3648 0.517
H -2.3271 -1.7324 -0.5100 0.811
H -3.5080 -3.1691 -1.6033 0.323
H -4.3041 -5.4572 -1.4951 0.395
H -2.7675 -7.3434 -2.0646 0.397
H -0.4259 -6.8408 -2.6542 0.376
H 0.3963 -4.5561 -2.7000 0.443
C 2.8322 3.4070 -1.5523 -1.167
C 2.9864 2.6493 -0.2523 0.287
O 3.5681 3.4679 0.7737 -0.356
C 2.7610 4.3883 1.2988 0.795
O 1.6052 4.5695 1.0128 -0.564
O 3.4551 5.0713 2.2086 -0.356
C 2.7388 6.1569 2.8029 -0.654
H 3.7937 3.8144 -1.8673 0.367
H 2.4587 2.7456 -2.3358 0.249
H 2.1395 4.2411 -1.4504 0.321
H 3.6664 1.8106 -0.3876 0.428
H 2.0324 2.2440 0.0902 -0.151
H 1.7981 5.8163 3.2297 0.295
H 2.5535 6.9350 2.0643 0.295
H 3.3748 6.5493 3.5908 0.233
C 2.3331 1.0294 4.3670 -1.286
C 1.1617 0.8495 3.4249 0.311
O 0.7468 -0.5224 3.3406 -0.355
C 0.0613 -0.9817 4.3857 0.744
O -0.2669 -0.3498 5.3558 -0.555
O -0.2282 -2.2633 4.1571 -0.326
C -0.9200 -2.9097 5.2279 -0.660
H 3.1568 0.3760 4.0765 0.345
H 2.6786 2.0633 4.3463 0.321
H 2.0566 0.7795 5.3899 0.364
H 1.4596 1.1223 2.4134 -0.085
H 0.3177 1.4801 3.7047 0.355
H -1.8225 -2.3644 5.4946 0.305
H -0.2693 -3.0011 6.0961 0.294
H -1.1856 -3.8995 4.8685 0.224